1.
22
Properties=species:S:1:pos:R:3:forces:R:3:nbo_charge:R:1 method="wB97M-V/def2-TZVPD" e_above_lowest_ev=0.698 gap_ev=9.5 e_tot_ev=-19226.5986 lumo_ha=0.0284 multiplicity=1 smiles="[H]/N=C/NC.CCCS"
S 1.807 1.284 0.730 0.0 -0.1 -0.7 -0.065
N -1.635 0.824 0.075 -0.9 -2.3 3.4 -0.633
N -2.043 -0.576 1.931 0.5 1.7 -0.1 -0.758
C 1.209 -2.214 -1.485 -1.0 -0.6 -0.2 -0.601
C 1.287 -0.773 -1.090 1.0 1.7 -1.3 -0.419
C 1.497 -0.495 0.373 -0.5 -0.9 2.1 -0.509
C -1.763 0.606 1.446 -0.1 -0.2 1.1 0.287
C -1.372 2.068 -0.519 -0.8 0.9 -1.0 -0.406
H -2.252 2.735 -0.632 0.2 -0.4 0.1 0.174
H 1.251 -2.342 -2.604 -0.2 0.0 1.2 0.217
H -1.964 -0.022 -0.399 0.3 0.9 -0.3 0.406
H 0.280 -2.666 -1.038 0.8 0.2 -0.7 0.209
H 2.066 -0.245 -1.725 -0.4 -0.6 0.9 0.197
H 0.580 -0.839 1.018 1.7 0.6 -1.3 0.241
H -1.603 1.511 2.148 -0.1 -1.2 -1.4 0.155
H 2.412 -1.015 0.738 -0.7 0.1 -0.2 0.209
H 2.049 -2.706 -1.037 0.5 -0.7 0.0 0.203
H 0.409 -0.261 -1.411 -1.0 0.4 -0.1 0.198
H -2.071 -0.568 2.975 0.0 0.2 -1.2 0.347
H -0.604 2.639 -0.014 0.3 -0.2 0.1 0.219
H -1.045 1.787 -1.502 0.4 0.6 -0.7 0.207
H 1.505 1.267 2.020 -0.1 -0.1 0.4 0.122

=====

2.
22
Properties=species:S:1:pos:R:3:forces:R:3:nbo_charge:R:1 method="wB97M-V/def2-TZVPD" e_above_lowest_ev=0.000 gap_ev="10.5 / 7.2" e_tot_ev=-19219.7146 lumo_ha="-0.1017 / -0.2064" multiplicity=2 charge=+1
S -3.352 -0.428 -2.021 -0.1 -0.1 0.2 0.168
N -0.728 0.426 1.633 -0.1 -0.3 -0.2 -0.784
N -1.166 1.309 -0.774 0.2 -0.3 0.0 -0.786
C -0.665 0.378 -1.821 0.1 -0.2 -0.1 -0.240
C -1.610 -0.814 -2.055 0.2 0.1 -0.3 -0.636
C 0.442 -0.432 1.509 0.0 0.0 -0.1 -0.085
C 2.896 -0.798 1.295 -0.2 0.3 -0.3 -0.641
C 1.676 0.034 1.537 0.1 0.0 0.1 -0.158
H -0.595 1.174 2.307 0.0 0.0 0.1 0.419
H 2.637 -1.835 1.118 0.0 -0.2 0.1 0.222
H -1.389 -1.662 -1.396 -0.2 0.1 0.0 0.248
H -0.959 0.910 0.464 -0.1 0.1 -0.3 0.433
H 0.216 -1.467 1.290 -0.1 0.0 0.1 0.212
H -1.442 -1.170 -3.084 0.1 -0.1 0.3 0.274
H 1.821 1.093 1.737 0.1 0.0 0.0 0.205
H 0.326 0.009 -1.529 -0.2 0.2 -0.1 0.221
H -0.797 2.238 -0.938 0.2 0.1 0.1 0.410
H -1.554 -0.108 1.899 0.2 0.1 0.2 0.415
H -2.170 1.381 -0.921 -0.3 0.1 0.0 0.410
H 3.600 -0.727 2.116 0.1 0.0 0.2 0.243
H 3.403 -0.423 0.402 0.1 0.0 0.1 0.233
H -0.590 0.916 -2.768 0.1 0.1 0.1 0.216

=====

3.
22
Properties=species:S:1:pos:R:3:forces:R:3:nbo_charge:R:1 method="wB97M-V/def2-TZVPD" e_above_lowest_ev=3.821 gap_ev=9.9 e_tot_ev=-9873.3451 lumo_ha=-0.1125 multiplicity=1 charge=+1 smiles="CNCCC(=[NH2+])NC"
N -0.891 -0.491 -0.768 -1.4 -2.4 -0.9 -0.502
N -1.752 -0.016 1.218 -0.7 1.4 2.9 -0.743
N 1.518 0.567 -0.943 2.1 -1.3 1.6 -0.675
C 2.151 -0.827 -0.377 -0.9 2.0 -2.3 -0.450
C -2.248 -1.172 -0.907 1.7 -0.2 -2.2 -0.413
C -0.757 0.112 0.348 0.1 0.8 4.7 0.580
C 0.241 0.971 1.099 3.6 0.6 -2.0 -0.485
C 1.362 1.570 0.138 -0.4 1.8 -0.5 -0.227
H 0.770 0.570 2.006 -0.9 -0.5 -1.1 0.273
H -1.974 0.360 2.156 1.9 0.7 -0.9 0.436
H 2.190 0.902 -1.670 -0.8 -0.4 1.0 0.389
H -0.371 1.736 1.470 -0.6 1.4 0.5 0.248
H -2.841 -1.213 -0.031 -0.5 -0.2 -0.3 0.187
H -2.078 -2.224 -1.136 0.0 0.2 -0.6 0.237
H 0.982 2.519 -0.448 0.5 -1.7 1.5 0.217
H 2.290 1.969 0.769 -1.7 -1.3 -1.4 0.206
H -2.703 -0.580 -1.699 -0.5 -0.6 0.0 0.244
H 3.173 -0.699 -0.759 -0.2 -1.0 0.8 0.234
H 2.024 -1.062 0.685 0.3 0.8 -0.2 0.213
H -0.100 -0.899 -1.294 -0.7 1.3 0.3 0.474
H -2.567 -0.475 1.055 -2.0 -1.4 -0.9 0.382
H 1.584 -1.620 -0.911 0.9 0.2 0.1 0.176

=====

4.
22
Properties=species:S:1:pos:R:3:forces:R:3:nbo_charge:R:1 method="wB97M-V/def2-TZVPD" e_above_lowest_ev=7.126 gap_ev=5.6 e_tot_ev=-9870.0404 lumo_ha=-0.2779 multiplicity=1 charge=+1
N -0.138 -0.199 -1.139 -0.4 -0.5 -0.2 -0.244
N 2.839 -0.091 -1.569 0.1 0.0 0.1 -0.740
N 2.086 -1.212 0.274 -0.6 1.1 -0.5 -0.430
C 0.141 -0.102 1.296 1.7 -0.2 -0.1 -0.271
C -0.611 -0.749 -0.013 -1.5 -0.3 -0.2 -0.134
C 2.916 -0.362 -0.271 0.4 -0.7 -0.3 0.342
C 1.423 -0.918 1.479 -0.4 -0.2 0.8 -0.263
C -2.123 -0.717 0.175 0.4 -1.2 -0.8 -0.649
H 1.920 -0.172 -1.946 -0.4 -0.5 -0.5 0.420
H 1.062 -1.826 1.961 0.6 -0.2 0.1 0.215
H -2.482 0.268 0.040 -0.4 1.2 0.1 0.234
H -5.405 4.664 -0.972 -0.1 0.0 0.1 0.009
H 2.039 -0.314 2.162 0.0 0.0 0.2 0.242
H 3.760 0.085 0.259 0.0 0.0 0.3 0.193
H 0.364 0.892 0.974 0.1 0.8 0.1 0.222
H -0.917 0.227 -1.669 0.3 0.5 0.3 0.354
H -0.129 -1.780 -0.049 0.6 0.2 0.3 0.339
H -4.855 4.690 -1.464 0.1 0.0 -0.1 -0.008
H 3.594 0.144 -2.191 0.2 0.3 0.4 0.425
H -2.545 -1.305 -0.648 -0.1 0.0 0.2 0.242
H -0.447 -0.095 2.208 -0.6 -0.2 -0.3 0.255
H -2.494 -1.128 1.103 0.2 -0.1 0.3 0.247

=====

5.
22
Properties=species:S:1:pos:R:3:forces:R:3:nbo_charge:R:1 method="wB97M-V/def2-TZVPD" e_above_lowest_ev=10.333 gap_ev=5.0 e_tot_ev=-9866.8332 lumo_ha=-0.3096 multiplicity=1 charge=+1
N 1.103 0.508 -2.593 -0.4 1.4 0.9 -0.558
N -0.099 1.775 -1.077 -1.5 -0.9 2.3 -0.099
N -0.221 -1.037 -0.851 -0.1 3.9 2.5 -0.634
C -1.404 -1.619 1.303 -0.7 -1.2 -0.6 -0.630
C -0.874 -0.495 0.444 -0.1 0.0 -0.6 -0.066
C -0.154 1.907 0.389 0.7 1.2 -1.0 -0.294
C 1.009 1.429 -1.685 1.1 -0.7 -0.9 0.178
C 0.008 0.541 1.122 -0.4 -1.1 -0.5 -0.424
H 1.002 0.150 0.985 0.7 0.4 0.2 0.234
H 0.752 2.465 0.712 -0.5 0.1 -0.1 0.261
H -1.779 0.094 0.198 0.1 -0.6 -0.6 0.236
H 1.162 -2.017 0.136 3.7 2.0 1.0 0.029
H 2.231 -1.497 0.494 -3.6 -2.0 -1.1 0.026
H -0.673 -2.274 1.769 0.3 0.0 -0.2 0.233
H -1.972 -1.193 2.107 -0.4 0.3 0.4 0.241
H -0.859 -1.708 -1.211 -0.2 -0.5 -1.3 0.411
H 1.791 1.969 -1.128 0.9 0.3 -1.1 0.261
H -0.173 0.627 2.207 -0.2 0.2 -0.6 0.271
H 0.430 -0.349 -1.439 -1.8 -2.7 0.4 0.436
H 1.895 0.463 -3.203 1.0 0.1 0.1 0.406
H -1.047 2.528 0.610 0.5 -0.8 0.1 0.253
H -2.129 -2.265 0.710 0.9 0.7 0.6 0.230

=====

6.
22
Properties=species:S:1:pos:R:3:forces:R:3:nbo_charge:R:1 method="wB97M-V/def2-TZVPD" e_above_lowest_ev=2.287 gap_ev=8.8 e_tot_ev=-9874.8789 lumo_ha=-0.1545 multiplicity=1 charge=+1
N -1.084 0.036 1.387 -0.2 0.0 -0.2 -0.440
N 1.268 1.235 -2.575 0.0 0.6 0.5 -0.808
N 1.320 -0.689 0.656 0.1 0.3 -0.2 -0.804
C 0.926 0.967 -1.174 0.3 -0.5 -0.2 -0.233
C 1.478 -0.407 -0.805 0.0 0.0 0.1 -0.225
C -1.970 -1.857 0.214 0.2 -0.3 -0.2 -0.316
C -1.315 1.095 2.046 0.1 0.0 0.1 0.075
C -2.161 -0.783 0.950 -0.1 0.3 0.1 -0.068
H -3.147 -0.440 1.239 0.0 0.0 0.1 0.218
H 0.811 2.108 -2.839 0.0 -0.3 -0.2 0.370
H 2.531 -0.467 -1.073 0.0 -0.1 -0.1 0.206
H 1.472 -1.679 0.827 -0.1 0.0 0.1 0.405
H -0.159 0.937 -1.090 -0.1 0.2 0.1 0.189
H 0.045 -0.271 1.071 0.0 -0.2 0.1 0.438
H -2.330 1.374 2.303 0.0 0.1 0.0 0.207
H 0.943 -1.174 -1.361 0.0 0.0 -0.1 0.213
H -2.806 -2.457 -0.111 -0.1 0.0 0.0 0.241
H 2.059 -0.211 1.170 -0.1 0.0 0.0 0.399
H 1.334 1.700 -0.470 -0.1 0.2 0.1 0.164
H -0.484 1.715 2.354 0.0 0.1 0.0 0.211
H 2.259 1.460 -2.618 0.0 -0.2 -0.2 0.358
H -0.990 -2.192 -0.101 0.0 0.0 0.1 0.202

=====

7.
22
Properties=species:S:1:pos:R:3:forces:R:3:nbo_charge:R:1 method="wB97M-V/def2-TZVPD" e_above_lowest_ev=3.347 gap_ev=8.2 e_tot_ev=-9873.8192 lumo_ha=-0.1624 multiplicity=1 charge=+1 smiles="CN(C)[C@@H](C=[NH2+])CN"
N 2.124 -0.888 -1.145 0.2 -0.7 -2.1 -0.628
N -1.241 -0.505 0.051 1.3 1.2 1.0 -0.440
N 2.335 0.925 0.843 -0.1 1.3 0.2 -0.866
C 0.933 1.042 0.451 -3.6 1.7 0.9 -0.265
C 0.960 -1.118 -0.699 -2.6 -2.1 0.8 0.322
C -1.773 -0.145 -1.257 2.0 -4.0 -1.1 -0.405
C 0.200 -0.313 0.326 1.0 -0.7 -0.6 -0.140
C -2.152 0.016 1.081 -1.4 -4.0 1.1 -0.420
H -2.407 -0.813 1.915 0.5 1.5 -2.0 0.208
H -2.249 0.743 -1.283 -0.7 3.6 -0.3 0.193
H -1.880 0.821 1.677 1.0 1.9 0.6 0.199
H 2.335 -1.403 -2.012 0.6 0.1 0.8 0.437
H 2.740 -0.135 -0.820 -0.3 0.2 0.4 0.476
H 0.690 1.603 -0.489 1.0 -0.3 0.6 0.213
H 2.303 0.464 1.759 0.5 0.2 -0.3 0.378
H 0.403 -0.841 1.264 -0.1 -0.2 0.2 0.249
H -0.951 -0.285 -2.083 -1.9 0.3 1.3 0.186
H -3.077 0.247 0.556 -0.1 0.0 0.5 0.217
H 0.297 1.579 1.252 1.0 -0.4 -1.1 0.202
H 0.371 -2.074 -1.036 1.3 1.9 0.1 0.258
H 2.675 1.911 1.019 -0.3 -1.6 -0.2 0.404
H -2.639 -0.832 -1.370 0.8 -0.1 -0.7 0.222

=====

8.
22
Properties=species:S:1:pos:R:3:forces:R:3:nbo_charge:R:1 method="wB97M-V/def2-TZVPD" e_above_lowest_ev=2.888 gap_ev=8.8 e_tot_ev=-9874.2784 lumo_ha=-0.1217 multiplicity=1 charge=+1
N -0.022 2.814 0.144 1.8 -1.1 -2.2 -0.720
N -1.029 -3.600 -0.829 0.0 3.3 2.4 -0.830
N -0.553 -1.151 -1.177 -0.4 -0.5 0.1 -0.557
C 0.468 1.627 1.111 0.4 1.6 -0.7 -0.014
C -0.796 -0.498 0.041 1.2 3.8 -0.3 -0.204
C -0.692 -2.378 -1.440 -0.5 -2.9 -3.0 0.333
C 1.842 2.135 1.516 1.3 -0.9 1.3 -0.654
C 0.638 0.373 0.312 -2.7 -2.4 0.0 -0.446
H -1.051 -4.475 -1.307 0.1 0.0 -0.4 0.420
H -1.051 -1.037 0.944 -0.1 -0.3 0.3 0.184
H -0.601 -2.592 -2.549 0.3 0.2 1.2 0.166
H -0.427 1.585 1.724 0.6 -0.1 1.1 0.232
H 0.782 3.020 -0.569 -2.0 -0.8 1.3 0.441
H 1.225 -0.422 0.854 0.0 1.4 -0.6 0.259
H 2.223 2.846 0.781 -0.1 0.2 0.3 0.211
H -1.248 -3.571 0.184 0.2 -0.5 -1.2 0.389
H 1.053 0.655 -0.655 0.2 -0.6 -0.1 0.227
H -0.234 3.743 0.511 -0.3 -0.4 0.6 0.448
H -0.811 2.369 -0.335 -0.1 0.8 -0.4 0.444
H 1.959 2.510 2.536 -0.4 0.4 -0.3 0.258
H -1.617 0.303 -0.180 1.0 -1.3 0.6 0.159
H 2.601 1.318 1.476 -0.8 0.3 0.0 0.253

=====

9.
26
Properties=species:S:1:pos:R:3:forces:R:3:nbo_charge:R:1 method="wB97M-V/def2-TZVPD" gap_ev=10.4 e_tot_ev=-25313.5467 lumo_ha=0.0266 multiplicity=1 smiles="CNP1(=O)N(C)[C@@H](O)[C@H](O)N1C"
P -0.444 0.583 0.383 2.4 -2.8 -3.2 2.341
O 2.877 0.040 0.564 0.8 0.0 -1.3 -0.694
O -0.914 1.434 1.431 -0.8 1.8 1.8 -1.071
O 0.496 -1.908 -1.255 -0.5 -0.5 -0.2 -0.748
N -1.460 0.407 -0.952 -0.4 -1.0 0.5 -0.982
N 0.948 0.865 -0.593 -0.6 2.5 2.9 -0.772
N 0.087 -0.939 0.901 1.5 0.4 -1.9 -0.798
C 1.074 -1.409 -0.061 1.4 0.0 -2.2 0.220
C -2.808 0.537 -0.477 -0.5 -3.4 0.9 -0.430
C 1.918 -0.160 -0.444 -1.1 -1.3 2.2 0.209
C -0.751 -1.997 1.361 -0.4 -1.3 -2.7 -0.399
C 1.469 2.257 -0.301 0.7 -1.4 -0.8 -0.427
H 2.396 -0.234 -1.347 1.5 -0.8 -2.2 0.178
H -1.200 -1.536 2.161 -1.8 0.1 2.3 0.208
H 0.637 2.863 -0.506 -0.7 1.3 -0.7 0.202
H -3.023 -0.282 0.249 0.5 0.8 0.2 0.193
H -1.565 -2.373 0.512 2.2 0.6 2.3 0.183
H 2.336 0.410 1.225 -0.5 0.7 2.1 0.462
H 2.284 2.300 -1.031 -0.1 1.0 0.4 0.213
H -2.865 1.449 -0.043 -1.1 2.7 1.7 0.198
H 1.777 2.562 0.721 0.1 -0.9 -0.4 0.201
H -0.193 -1.304 -1.578 0.1 0.0 0.2 0.487
H 0.023 -2.728 1.666 -1.3 -0.4 0.0 0.214
H -1.294 1.090 -1.655 0.6 0.5 -0.6 0.399
H -3.622 0.319 -1.101 -0.7 0.2 -2.0 0.208
H 1.818 -2.246 0.172 -1.4 1.1 0.8 0.208

=====

10.
23
Properties=species:S:1:pos:R:3:forces:R:3:nbo_charge:R:1 method="wB97M-V/def2-TZVPD" e_above_lowest_ev=1.946 gap_ev=9.3 e_tot_ev=-11370.4681 lumo_ha=0.0298 multiplicity=1
N -1.767 -0.803 -0.889 0.4 0.5 0.9 -0.747
N 1.211 -0.627 0.216 -0.3 -0.4 -0.3 -0.620
N -2.817 0.417 0.813 0.1 1.0 0.5 -0.837
N -0.261 1.936 1.105 1.0 -1.5 -0.7 -0.687
C -0.378 1.218 0.041 -4.6 1.2 1.1 0.356
C -1.777 0.167 -0.040 2.2 -0.5 -1.2 0.391
C -0.038 1.795 -1.302 0.6 -0.5 -0.2 -0.701
C 1.587 -1.410 -0.967 -0.6 -0.2 0.1 -0.413
C 2.019 -0.969 1.387 -0.5 -0.1 -0.1 -0.410
H -2.903 1.377 1.128 0.1 -0.2 0.1 0.398
H -2.600 -1.395 -0.777 0.1 0.3 -0.3 0.326
H 1.776 -0.301 2.216 0.0 0.0 0.0 0.200
H 3.090 -0.896 1.181 -0.2 0.1 -0.1 0.195
H 1.072 -1.022 -1.849 0.2 0.1 0.1 0.210
H -3.712 -0.011 0.597 0.4 0.0 0.0 0.388
H -0.572 1.410 1.927 -0.4 0.3 -0.1 0.334
H -0.404 2.822 -1.352 0.0 -0.1 0.1 0.238
H 2.667 -1.425 -1.130 -0.1 0.2 0.1 0.190
H 1.048 1.810 -1.431 -0.1 0.0 0.0 0.241
H 1.790 -1.993 1.694 0.3 -0.2 0.3 0.167
H 0.222 -0.882 0.400 1.1 0.1 -0.1 0.376
H -0.478 1.217 -2.115 0.1 0.0 0.1 0.234
H 1.222 -2.435 -0.851 0.3 -0.3 -0.1 0.171

=====

11.
23
Properties=species:S:1:pos:R:3:forces:R:3:nbo_charge:R:1 method="wB97M-V/def2-TZVPD" e_above_lowest_ev=2.521 gap_ev=8.9 e_tot_ev=-11369.8929 lumo_ha=0.0351 multiplicity=1 smiles=CC1N(N)C(C)(C)N1N
N -0.683 -2.053 0.411 -0.1 0.1 0.6 -0.676
N 1.039 1.958 0.904 0.1 0.2 0.2 -0.695
N -0.285 -0.731 0.829 -0.9 -1.9 -0.9 -0.288
N 0.794 0.831 0.003 0.8 1.0 0.5 -0.312
C -0.980 0.044 -1.527 -0.2 -0.1 -0.1 -0.641
C 2.012 -1.346 -0.160 0.1 -0.3 0.1 -0.637
C 1.151 -0.434 0.707 0.0 0.0 -0.4 0.106
C -0.627 0.381 -0.075 0.0 0.6 0.2 0.251
C -1.691 1.281 0.553 0.0 0.3 0.0 -0.645
H -2.680 0.812 0.483 0.2 0.0 -0.1 0.223
H 2.156 -2.317 0.328 -0.1 0.1 0.0 0.223
H 1.913 2.412 0.629 -0.3 -0.4 -0.2 0.354
H -1.753 2.243 0.031 0.0 -0.1 0.0 0.205
H 1.596 -1.526 -1.155 0.0 0.1 0.1 0.200
H -0.212 -0.550 -2.033 0.0 0.1 0.2 0.215
H -1.925 -0.506 -1.590 0.1 0.1 0.1 0.209
H -1.690 -2.173 0.546 0.5 0.2 0.2 0.355
H -1.103 0.963 -2.113 0.1 -0.1 0.3 0.228
H 3.006 -0.907 -0.299 -0.2 0.1 0.1 0.222
H 1.634 -0.305 1.685 -0.2 0.2 -0.2 0.192
H -0.493 -2.238 -0.571 0.0 0.2 0.0 0.328
H 0.329 2.683 0.800 0.0 -0.4 -0.2 0.351
H -1.508 1.480 1.615 0.2 -0.2 -0.3 0.235